(1)
{"formula": "C4H10N2", "method": "ωB97M-V/def2-TZVPD", "symbols": ["H", "C", "H", "N", "H", "C", "H", "C", "H", "N", "H", "H", "H", "H", "C", "H"], "positions_angstrom": [[0.4639, -0.5481, -1.8940], [-1.2259, -0.9051, 1.0120], [1.6686, 1.6784, 0.3739], [0.9472, -0.2646, 0.8377], [-1.8033, 1.1196, -0.5127], [-0.7708, 0.8491, -0.6733], [-0.1188, 1.6866, -0.8772], [1.9618, 0.6118, 0.3492], [-2.2214, -0.7668, 0.6140], [-0.2202, -0.2268, 0.1933], [2.3120, 0.3893, -0.6810], [-1.2153, -1.1711, -1.5285], [-0.9858, -1.9717, 1.0415], [2.8010, 0.4895, 1.0212], [-0.4407, -0.4629, -1.3045], [-1.1523, -0.5071, 2.0283]], "lowdin_charge": [0.11, -0.03, 0.06, -0.14, 0.11, -0.06, 0.10, -0.22, 0.08, -0.38, 0.06, 0.10, 0.10, 0.06, -0.03, 0.10], "multiplicity": 1, "homo_lumo_gap_ev": 7.40, "relative_energy_kcal_mol": 105.8, "e_lumo_ev": 0.91, "e_homo_ha": -0.2384}

=====

(2)
{"formula": "C4H10N2", "method": "ωB97M-V/def2-TZVPD", "symbols": ["H", "C", "H", "H", "H", "C", "C", "H", "N", "H", "N", "C", "H", "H", "H", "H"], "positions_angstrom": [[-2.8831, -0.2193, 0.1883], [1.8325, 0.8506, -0.7361], [2.5301, 0.9406, 0.1184], [-1.7820, -0.3492, -1.0760], [0.8065, -1.6651, 0.9170], [-0.8945, -0.2344, 0.9308], [-1.9393, -0.7142, -0.0573], [-1.1924, -0.4884, 1.9558], [1.9127, 1.6040, -1.7832], [-0.9488, 0.8496, 1.0567], [1.0401, -0.2392, -0.6315], [0.5452, -0.6311, 0.6820], [1.5543, 2.5197, -1.5268], [0.4298, -0.3338, -1.4351], [-2.1488, -1.7721, -0.0441], [1.1376, -0.1178, 1.4411]], "lowdin_charge": [0.07, -0.35, 0.12, 0.07, 0.11, -0.25, -0.11, 0.11, 0.00, 0.11, 0.02, -0.22, 0.03, 0.12, 0.07, 0.11], "multiplicity": 1, "homo_lumo_gap_ev": 8.92, "relative_energy_kcal_mol": 44.4, "e_lumo_ev": 0.96, "e_homo_ha": -0.2923, "smiles": "[H]/N=C/NCCC"}